# 1
{"formula": "C4H7NO", "method": "ωB97M-V/def2-TZVPD", "homo_lumo_gap_ev": 10.52, "charge": 0, "spin_multiplicity": 1, "total_energy_ev": -7797.0965, "e_above_lowest_kj_mol": 245.84, "max_force_ev_per_a": 0.5, "lumo_ev": 1.08, "symbols": ["O", "C", "C", "N", "C", "C", "H", "H", "H", "H", "H", "H", "H"], "xyz": [[-2.212394, 0.021401, 1.359738], [-1.708020, 0.502351, 0.373460], [-0.307317, 1.074016, 0.343653], [0.494655, 0.358626, -0.655644], [1.583953, -0.457704, -0.143659], [0.363879, -1.096220, -0.678513], [-0.304517, -1.569239, 0.040061], [-2.237521, 0.498002, -0.602110], [0.102787, 1.006354, 1.360049], [-0.348983, 2.133278, 0.057285], [1.716179, -0.490658, 0.938676], [2.505203, -0.444775, -0.720664], [0.352099, -1.535438, -1.672333]], "atomic_forces_ev_per_a": [[0.12, 0.29, -0.41], [-0.08, -0.15, 0.22], [-0.04, 0.03, 0.20], [-0.07, 0.16, -0.04], [0.25, -0.03, 0.09], [-0.14, -0.25, -0.04], [0.12, 0.06, -0.08], [0.00, 0.01, 0.11], [-0.03, -0.04, -0.14], [-0.01, -0.16, 0.06], [0.00, 0.03, -0.20], [-0.16, 0.02, 0.06], [0.05, 0.04, 0.16]]}

---

# 2
{"formula": "C4H7NO", "method": "ωB97M-V/def2-TZVPD", "homo_lumo_gap_ev": 8.08, "charge": 0, "spin_multiplicity": 1, "total_energy_ev": -7798.0754, "e_above_lowest_kj_mol": 151.39, "max_force_ev_per_a": 6.1, "lumo_ev": 0.46, "symbols": ["C", "C", "N", "C", "C", "H", "H", "H", "H", "H", "H", "H", "O"], "xyz": [[-1.420181, 1.156193, 0.542102], [-0.076662, 0.849071, 0.320641], [0.072656, -0.495267, -0.026236], [-1.188003, -1.106305, 0.114419], [-2.091411, -0.005388, 0.397664], [-1.834596, 2.078910, 0.644237], [0.812257, 1.475399, 0.257126], [1.004786, -0.796186, -0.291845], [-1.488007, -2.155740, 0.129042], [-3.108060, -0.337986, 0.734192], [3.004859, -0.577827, -1.682171], [3.473789, 0.275734, -0.409364], [2.838571, -0.360603, -0.729812]], "atomic_forces_ev_per_a": [[3.17, -0.91, -0.63], [0.24, -0.38, -1.00], [-1.82, 0.90, 1.31], [-0.55, 3.04, 0.13], [-1.13, -5.95, 0.46], [-0.82, 2.44, 0.64], [-0.44, -0.07, 0.01], [-0.42, -0.46, 0.19], [0.79, 0.39, -0.34], [0.82, 1.03, -0.68], [0.11, 0.62, 1.42], [0.35, 0.18, -0.26], [-0.30, -0.84, -1.25]]}